This record from the OMol25 dataset describes the ion C9H10ClN2 with charge +1. The level of theory is wB97M-V/def2-TZVPD.

Last column: Löwdin charge in e.
Geometry (Å):
C: -1.73 -1.67 -1.78  -0.034
C: -0.32 -1.82 -1.73  -0.098
N: 0.40 -1.62 -0.71  0.191
C: 0.74 -0.91 0.27  -0.144
C: 1.07 -1.35 1.59  -0.025
C: 1.06 -0.54 2.67  -0.713
Cl: 1.11 -1.00 4.24  0.880
C: 1.02 0.93 2.53  -0.034
C: 0.82 1.41 1.23  0.027
C: 0.49 0.56 0.12  -0.217
N: 0.07 0.98 -0.99  0.082
C: -0.38 2.25 -1.19  -0.114
H: -1.97 -1.17 -2.75  0.123
H: -2.12 -0.89 -1.03  0.132
H: -2.18 -2.59 -1.79  0.067
H: 0.21 -2.16 -2.67  0.173
H: 1.31 -2.46 1.58  0.160
H: 1.34 1.63 3.28  0.115
H: 0.64 2.47 1.10  0.108
H: 0.07 2.70 -2.19  0.153
H: -0.26 2.94 -0.35  0.076
H: -1.41 2.33 -1.43  0.091

Calculated values
Energy relative to the best compared isomer or geometry (same formula, charge and spin) = 77.5 kcal/mol
LUMO (spin up / spin down) = -5.615 / -5.616 eV
Charge = +1



This record from the OMol25 dataset describes a structure of composition C9H10LuN2S. The level of theory is wB97M-V/def2-TZVPD.

Last column: Löwdin charge in e.
Geometry (Å):
C: -1.41 0.49 2.19  -0.108
C: -2.02 -0.08 0.87  -0.151
C: -1.49 0.68 -0.44  -0.132
C: -0.07 0.21 -0.65  -0.095
C: 1.03 0.96 -0.16  -0.005
C: 2.29 0.48 -0.33  0.144
C: 2.44 -0.80 -1.02  -0.265
N: 3.57 -1.41 -1.26  -0.077
S: 3.22 -2.79 -2.11  1.320
N: 1.64 -2.74 -2.21  -0.098
C: 1.32 -1.57 -1.55  -0.311
C: 0.08 -1.08 -1.37  0.165
H: -1.46 1.61 2.23  -0.222
H: -1.94 0.02 3.02  0.123
H: -0.34 0.22 2.26  0.104
H: -1.61 -1.09 0.78  0.123
H: -3.12 -0.12 0.89  0.135
H: -1.47 1.79 -0.32  0.010
H: -2.08 0.42 -1.33  0.144
H: 0.81 1.89 0.37  0.086
H: 3.14 1.04 0.06  0.165
H: -0.82 -1.60 -1.70  0.173
Lu: -1.70 3.47 1.79  1.772

Calculated values
LUMO = -15.343 eV
Charge = +3



This record from the OMol25 dataset describes a structure of composition C9H10N2. The level of theory is wB97M-V/def2-TZVPD.

Last column: Löwdin charge in e.
Geometry (Å):
C: -1.98 -0.44 -0.05  -0.522
C: 0.26 -0.69 -0.21  -0.214
C: 1.39 -1.55 0.19  -0.035
C: 2.75 -1.19 0.01  -0.127
C: 3.02 0.18 -0.12  -0.100
C: 1.96 1.02 -0.36  -0.040
C: 0.58 0.64 -0.35  -0.145
C: -0.57 1.71 -0.19  -0.141
C: -1.79 0.97 0.39  -0.194
H: -2.84 -2.12 -0.30  0.178
H: -3.87 -1.00 0.61  0.174
H: 1.46 -2.80 -0.02  0.159
H: 3.41 -2.08 0.37  0.124
H: 4.08 0.34 -0.23  0.094
H: 2.24 1.95 -0.58  0.061
H: -0.41 2.71 0.47  0.154
H: -1.02 2.19 -1.18  0.140
H: -1.68 0.67 1.64  0.187
H: -2.63 1.73 0.74  0.143
N: -3.30 -0.95 -0.57  0.006
N: -1.06 -1.28 -0.25  0.098

Calculated values
Energy relative to the best compared isomer or geometry (same formula, charge and spin) = 143.5 kcal/mol
LUMO = 0.424 eV



This record from the OMol25 dataset describes a cluster of 2 separate species, C9H10N2 in total. The level of theory is wB97M-V/def2-TZVPD.

Last column: Löwdin charge in e.
Geometry (Å):
C: 2.98 -0.46 0.37  -0.091
C: 2.89 0.05 -0.95  -0.086
C: 1.71 -0.63 0.83  -0.083
C: 1.56 0.16 -1.25  -0.086
C: -2.57 -1.01 0.42  -0.070
C: -1.38 -0.69 0.98  -0.036
C: -2.43 -0.78 -0.99  -0.158
C: -0.53 -0.25 -0.11  -0.335
C: -0.96 2.01 0.01  0.153
N: -1.24 -0.35 -1.31  0.084
N: 0.84 -0.26 -0.16  -0.067
H: 3.89 -0.67 0.90  0.091
H: 3.71 0.31 -1.59  0.092
H: 1.36 -1.01 1.76  0.111
H: 1.05 0.49 -2.13  0.112
H: -3.46 -1.37 0.90  0.092
H: -1.09 -0.72 2.01  0.103
H: -3.18 -0.91 -1.75  0.102
H: -1.92 2.03 0.48  0.024
H: -0.91 2.25 -1.03  0.020
H: -0.11 2.28 0.62  0.027

Calculated values
Energy relative to the best compared isomer or geometry (same formula, charge and spin) = 82.8 kcal/mol
LUMO (spin up / spin down) = -0.534 / -0.846 eV



no.,energy (eV)
1,-24988.02436
2,-56893.06831
3,-12469.39282
4,-12472.02430